C2H12NO3 | ωB97M-V with the def2-TZVPD basis set

ORCA input file:
```
! wB97M-V def2-TZVPD RIJCOSX def2/J DEFGRID3
* xyz 1 1
C -0.9032 1.6545 0.4713
C 0.0692 0.9864 -1.6086
N 0.2224 1.2353 -0.3733
H -0.7996 1.1843 1.4387
H -0.9330 2.7450 0.5595
H -1.7969 1.3164 -0.0214
H -0.8802 1.1936 -2.0838
H 0.8063 0.4165 -2.1603
H 1.1610 1.0377 -0.0068
H -1.4782 -1.5006 1.4270
H -2.8476 -1.1350 0.6818
O -1.8899 -1.0631 0.6806
H 2.9549 -0.2931 0.7403
H 2.4853 0.1640 2.0721
O 2.2083 0.1723 1.1445
H 1.1967 -3.1106 -0.9835
H -0.1988 -2.6376 -0.7741
O 0.6232 -2.3660 -1.2041
*
```

Properties
* highest occupied orbital energy: -14.8156 eV
* LUMO: -4.2 eV
* relative energy (zero: lowest compared OMol25 entry of this formula, charge and spin): 102.2 kJ/mol